The following is a quantum chemistry calculation of a structure of composition C7H16Si2 at a distorted geometry, from OMol25.

Computed properties:
Energy (Eh): -855.15610
Relative energy (zero: lowest compared OMol25 entry of this formula, charge and spin) (kJ/mol): 209.5

CARTESIAN COORDINATES (ANGSTROEM)
1 C -0.1255 -1.0714 -0.3007
2 C -0.3404 -2.4836 0.8747
3 C 0.0979 1.2314 0.7260
4 C -1.7234 1.0879 -1.6523
5 C -2.8871 0.1207 1.0289
6 C 2.8596 -0.6126 1.0621
7 C 1.9531 0.5058 -1.7515
8 Si -1.3591 0.3215 -0.0346
9 Si 1.4537 0.0045 -0.0265
10 H 0.5810 -2.9485 0.9998
11 H -1.3129 -3.0787 1.0027
12 H 0.1632 2.2814 0.4983
13 H 0.1923 1.2284 1.8126
14 H -1.8098 2.1922 -1.5752
15 H -0.8250 1.0185 -2.2379
16 H -2.6197 0.6134 -2.0563
17 H -3.3984 -0.8549 1.0934
18 H -2.7676 0.2693 2.0551
19 H -3.7231 0.7211 0.6058
20 H 3.1862 -1.5933 0.7944
21 H 3.7925 -0.0645 1.0310
22 H 2.5331 -0.7122 2.0591
23 H 1.2955 1.3533 -2.0297
24 H 3.0036 0.8273 -1.5979
25 H 1.7803 -0.3571 -2.3815